(1)
Formula: C40H90Cl18N4O8
Source: OMol25
Level of theory: the ωB97M-V functional and the def2-TZVPD basis

Total charge = 0
Highest occupied orbital energy = -10.6 eV
Gap between HOMO and LUMO = 10.6 eV
Calculated total energy = -10681.94205 Eh

The geometry in XYZ format:
```
160
C40H90Cl18N4O8, DFT the ωB97M-V functional and the def2-TZVPD basis
H 4.78653 -7.06935 1.49178
N 6.09086 -4.42212 6.23241
H 5.61551 -3.69799 8.08466
O 4.88966 -4.58352 6.04376
H 6.07076 6.37427 0.15839
H 5.91204 -8.38697 1.71143
Cl -3.26910 3.44391 -13.35545
H 9.14440 -3.06240 -3.19462
O 9.96774 0.08130 4.97576
Cl -7.63264 1.04080 -3.82772
H -6.39154 -0.18467 -7.03237
H -2.95008 -7.95379 2.19119
H 2.30467 3.90129 6.79383
O 8.25703 0.00389 3.74944
C -4.48798 -0.58495 8.39506
H -4.26956 9.35055 -3.91078
H -3.13610 1.05053 -13.55248
H -1.72132 9.47457 -4.13616
C -7.01438 2.26911 9.30268
H 0.14849 -2.59721 -0.07278
H -6.38153 1.84866 -5.60881
Cl 1.58078 0.21529 7.55926
H 4.43487 -10.14796 0.63057
H 1.92179 0.08772 -3.65720
Cl -4.41915 7.24308 -2.78057
Cl 0.68652 3.51087 8.26831
H -5.20497 -0.45881 6.35045
H -8.07741 1.62123 -6.02545
H 2.63620 1.52381 6.04982
Cl -1.30879 1.38002 -11.28557
H -0.24452 -3.92446 -9.70662
H 3.74571 6.75458 1.50773
Cl 2.72777 -8.60985 -0.14956
H -6.39656 -0.43660 9.37485
H -6.02644 1.50022 7.53543
H 3.13835 5.37111 0.79510
H -2.51684 2.57348 2.61063
H 7.03689 -2.87506 7.50180
C -3.66510 8.82175 -3.17383
H 0.85874 -2.88967 1.46929
Cl -3.84069 -10.02410 2.97173
H 1.75295 -3.42492 0.08543
C 1.64942 -3.72169 -8.54349
C -3.59681 5.12078 3.05083
C 4.06002 -9.18289 0.97149
Cl 4.76641 4.79370 2.34575
H 7.17106 -4.64045 7.94548
H -5.27150 6.19801 2.49583
C 1.74471 1.74249 6.63764
H 0.37342 1.26273 -4.79708
H -3.37014 2.62248 -10.86374
C -1.85297 -8.46218 4.04924
C 6.54542 -3.84737 7.53597
H 2.87815 2.69111 8.10379
H -0.07209 -5.11088 -8.46944
H -3.59998 2.99217 1.25270
H -2.80947 -1.77078 6.52652
H 8.39087 -1.84684 -2.12795
O -3.97380 -6.61310 -5.40375
C 0.16481 -4.07392 -8.70751
H 9.60353 1.07004 1.87052
C 1.28023 0.63594 -2.96731
H -7.98095 1.78173 9.17500
O 6.95942 -4.81983 5.47882
H -5.01191 0.39475 10.19850
C -2.12325 -6.83095 -4.02224
H -6.85273 2.48430 10.35893
H 4.61042 6.38044 -0.80222
Cl 10.53684 -1.26725 -2.87802
C 4.09286 5.81492 1.07805
H 0.26025 -1.00751 -1.86565
H -3.98973 7.20799 3.16403
H 3.02414 -1.61933 0.85975
H 2.31252 -4.10053 -9.32123
H -2.60925 -8.14117 4.76554
H 5.75301 1.00798 -11.49191
H -3.75071 -3.08451 7.26001
H -2.55675 -6.09731 -3.34257
C 1.10858 -2.62166 0.44272
Cl 5.79578 -7.61752 -0.51852
H -4.24115 3.41434 4.13340
C -4.24682 3.73161 3.09061
C -7.21779 1.15231 -5.54664
H 4.84493 2.60827 -11.63761
H -6.03125 -0.73173 -5.35221
C -6.35670 7.38083 4.70318
C 8.92214 -2.00298 -3.06681
H -4.10601 -1.41224 8.99322
H -1.17078 -7.64128 3.82824
H -5.31325 3.78994 2.87281
H -4.57638 6.33679 5.50074
C 2.05299 -1.38174 0.42555
H -3.63557 0.99519 -10.80670
Cl 5.74116 4.21125 -0.66768
O 6.01169 2.92040 -9.48628
H 9.73678 2.14922 3.20633
C -3.08412 1.72057 -11.40490
Cl -0.84776 -9.64622 4.87575
C 2.28195 -0.94006 -1.05611
H -1.52882 -7.57589 -3.49327
Cl -8.14019 -1.34847 -6.11853
C -4.90354 -1.23387 7.05510
H -5.81612 5.32009 4.60012
C -5.88613 1.50754 8.61634
Cl -0.78052 -3.05816 -7.68311
H 2.62998 -1.79180 -1.64051
H 4.01834 1.09980 -11.12097
C -2.16880 8.60919 -3.64729
Cl 2.13787 -4.44939 -7.00742
H -4.67748 1.56069 -12.90318
H -5.77729 -1.88332 7.10873
Cl 9.18087 -1.86480 -5.82601
H -2.09932 7.73820 -4.29893
H 11.14785 1.09030 2.88383
C -3.55474 2.64976 2.28654
N -2.97445 -7.24693 -5.18365
H -0.31724 2.08356 -3.41046
H -6.95135 7.20365 5.59934
C 2.11654 3.00980 7.39213
O -2.58802 -8.26916 -5.85235
C -4.51971 6.26290 3.28241
H 1.84405 1.49658 -2.60745
H 3.54748 -9.32041 1.92359
H 0.91380 2.01227 5.98578
H -4.11350 1.71388 2.28884
C 0.08234 1.12981 -3.75511
C -5.50874 0.18363 9.25156
N 9.41643 0.29810 3.89192
C -2.50196 -8.83454 2.65116
H -3.17655 5.24833 2.05322
Cl -1.17662 8.17377 -2.21591
H 1.68405 -0.59951 1.08894
H 0.53466 0.49520 -1.06646
C 1.01702 -0.23807 -1.71280
C -6.75942 -0.25552 -6.00878
C 4.95679 1.65423 -11.12244
H -3.70885 9.35771 -2.22571
H -5.91681 8.37720 4.65996
H -3.70154 0.13492 8.16835
C -5.26097 6.25643 4.65636
H 8.18330 -0.39638 -4.27599
H -7.16408 3.23723 8.82474
H -1.82638 -9.33075 1.95440
H -1.45239 -6.08837 -4.45425
O 5.14036 1.01207 -8.88528
C 5.11354 -8.01858 1.06738
H 3.09942 -0.21949 -1.03082
C 8.24998 -1.48209 -4.34598
H -7.16288 7.34449 3.97047
C 10.06114 1.16979 2.85478
H -0.65839 0.33527 -3.66499
H -3.99959 -2.68625 5.61243
N 5.40946 1.86346 -9.71773
H -4.99773 2.12396 8.75372
H 7.25218 -1.90586 -4.45962
H 1.84922 -2.65038 -8.56547
C -3.60707 1.76482 -12.87714
H -2.73333 5.14099 3.71573
C -3.79545 -2.23215 6.58208
C 5.14145 5.83417 -0.02267
```

---

(2)
Formula: C40H90F6N5P
Source: OMol25
Level of theory: the ωB97M-V functional and the def2-TZVPD basis

ΔE to the lowest compared entry with this formula, charge and spin = 110.1 kcal/mol
Total charge = +4
Highest occupied orbital energy = -15.6 eV
Gap between HOMO and LUMO = 9.9 eV
Calculated total energy = -2791.22328 Eh

The geometry in XYZ format:
```
142
C40H90F6N5P, DFT the ωB97M-V functional and the def2-TZVPD basis
H -4.24848 -1.24070 -3.39453
C -3.50143 8.88610 0.94789
C 5.46850 -2.41051 -5.96839
C 5.43404 -3.18005 6.14483
H 5.44222 -4.17033 6.60023
F 0.91858 -0.39770 1.38367
C -4.51823 -2.08689 -5.34608
C -6.87208 0.40288 -6.22565
H 3.88488 -0.30565 9.25883
H 0.00944 9.55413 -2.99262
H -2.40245 -3.89466 5.48608
C -5.07163 -5.89132 6.33442
H -11.34390 -1.29641 -4.16322
H -4.34569 -0.00116 -4.74012
H -6.08755 -2.88058 -6.62213
H -1.67843 6.12880 -2.34558
H 4.44816 -1.53823 -7.81722
H 4.11302 -0.70630 -6.32186
H 1.64220 8.32178 -2.15400
H -8.45505 -1.62069 -6.38992
H -6.22953 -4.36195 4.77387
C -1.16698 7.63606 0.81827
H 6.70156 -0.20985 -5.00615
C -1.24633 8.72484 -1.47464
H 6.23549 -0.48363 5.90124
C -6.12311 -0.87753 -4.12318
H -2.64316 -5.64381 5.73404
H -9.41517 -0.11425 -4.44144
H 5.10427 1.61918 -7.68360
C 0.47330 7.07557 -0.93535
C -3.48155 -4.21320 8.47186
H 5.84250 -3.17295 9.06849
H -1.56184 5.29442 -0.75349
C 0.76460 7.69326 -2.30527
N -6.72416 -1.01068 -5.56937
H -3.49101 -5.27311 8.72604
C -3.07375 -4.73563 5.31226
H 5.30780 -3.39089 -6.41687
H 5.25220 1.08894 -9.72195
H -4.00343 -2.68585 6.94151
H -3.16291 9.60310 1.69583
C 5.74751 1.30452 -6.86181
C 5.61837 0.06270 -9.69272
H 7.39983 -2.54991 -4.90735
C -8.10750 -1.73359 -5.36300
H 7.39584 -2.34356 8.77042
H -4.54472 8.82600 1.25778
N -0.96385 7.41268 -0.65869
C 6.57550 -0.31848 -8.59270
C -0.36231 8.58327 -2.66497
H 1.01352 6.84013 -2.93638
H -2.93681 6.36133 -1.26862
C -3.95215 -3.38754 9.78370
C 4.64889 -1.43781 7.68411
C 4.87398 -0.39125 8.80889
H -5.91862 -5.69149 6.99075
H -5.38558 -1.27598 -7.17244
H -10.48292 -2.87306 -4.44127
F 1.45324 1.53889 0.82605
H -6.45730 -0.00605 -3.56019
H -7.47546 0.34031 -7.13125
C -2.66944 7.63890 1.18221
C 5.38266 0.97005 8.13724
H 5.96295 -1.46790 -11.29855
F 3.28124 0.82289 -0.55814
H 7.60059 -0.92563 7.01232
H -4.43447 -6.50260 6.97353
C 7.08029 -0.67002 -5.91879
H -3.40249 -3.67742 10.67921
N 5.89122 -2.15462 7.19552
H 4.93624 -2.46140 -5.01854
H 6.09750 -3.13917 3.96052
H -3.79847 -2.31513 9.66366
H 8.06771 -0.36580 -6.26597
H -5.87679 0.66653 -6.58342
F 2.70662 -1.33954 0.07001
C 6.46836 -3.19881 4.98375
C -5.34276 -3.75507 4.95673
H -7.33670 0.89154 -5.36923
H 6.95233 -4.17522 4.96125
H 5.58796 -0.76750 9.54153
C -3.40522 -4.72400 3.83912
F 1.34042 -0.09530 -0.86470
H -10.71455 -1.71228 -5.75271
H -3.92520 -2.62389 3.77306
H 8.43712 -2.32784 5.32841
C -1.85800 6.20562 -1.27322
H -4.45961 -2.99745 -4.74979
C 4.88489 -1.25772 -6.85875
H -7.80514 -2.77004 -5.21319
C -9.15383 -1.16645 -4.32892
C 6.59859 -2.93506 8.32027
H 5.46624 1.54513 -5.83658
H 6.71004 -1.38938 -8.74491
H -2.52129 -4.40031 3.28959
P 2.17649 0.15000 0.50778
H -8.80796 -1.23223 -3.29734
H -3.91089 -5.56801 3.37005
C 7.38631 -2.05312 5.23658
H 5.82560 1.83531 8.63039
N 6.04799 -0.20242 -7.08048
H 6.69550 1.77316 -7.12599
H -0.92241 8.19413 -3.51524
H -4.99426 -3.50588 10.08052
H -3.56508 -2.00379 -5.86828
H -0.69617 8.61014 0.95101
H -5.37259 -6.49403 5.47752
H 7.07754 -3.80252 7.86617
C -4.38868 -3.60932 3.72604
C 7.00448 -2.18920 -5.85692
H 4.40839 -3.11247 5.78209
H -0.96201 9.58203 -0.86432
H -2.32370 8.76697 -1.63467
H -3.53200 9.27581 -0.06961
H 6.37918 0.77107 7.74296
H -5.02391 -3.51989 2.84481
H 0.76593 6.03148 -1.04649
H 3.97529 -1.03344 6.92856
H 4.72967 -0.52470 -9.46190
C 6.05248 -0.39984 -11.10025
N -4.43411 -4.54109 5.97416
H 7.56214 0.14198 -8.54138
C 6.80244 -1.29040 6.36578
H 4.76215 1.16568 7.26272
H 7.48747 -1.43012 4.34791
F 3.12159 0.16115 1.86793
C -5.72180 -1.89344 -6.33949
H 7.53760 -2.59780 -6.71536
H 5.51887 -0.01560 -11.96957
H -5.37471 -3.54201 7.57888
C -4.67825 -0.96625 -4.35790
C -4.33803 -3.67062 7.26767
H -6.37551 -1.76148 -3.53749
H -3.23069 6.84461 0.69008
H -5.56413 -2.79687 5.42677
H -0.53687 6.85271 1.23951
C -10.53535 -1.81129 -4.68211
H 1.00392 7.47725 -0.07209
H -2.41318 -4.10442 8.28517
H 4.04638 -2.28233 8.01859
H -2.75303 7.32907 2.22390
H 7.00444 0.07101 -11.34554
```

---

(3)
Formula: C40H90FN5
Source: OMol25
Level of theory: the ωB97M-V functional and the def2-TZVPD basis

Spin multiplicity = 2
Total charge = +5
Highest occupied orbital energy (alpha / beta) = -21.4 / -21.4 eV
Expectation value of S² = 0.75
Gap between HOMO and LUMO (alpha / beta) = 10.4 / 3.5 eV
Calculated total energy = -1949.56346 Eh

The geometry in XYZ format:
```
136
C40H90FN5, DFT the ωB97M-V functional and the def2-TZVPD basis
H 1.53478 -1.62986 0.72438
H 0.59938 -3.37031 -4.43447
H -1.12164 -2.20396 -3.16523
C 0.81013 3.03132 4.41689
C -1.20052 -4.64475 1.89372
C 1.50954 6.16309 1.19789
H 1.28954 -6.57271 -2.44120
H -5.20365 0.51449 0.76170
H 2.04268 -0.08868 -2.70312
H 2.92495 -1.14391 4.54674
C -0.69078 -5.24439 -3.22503
H 0.51822 3.39775 5.40107
H -1.52961 -0.56710 3.48323
N 3.29305 -0.79340 1.43227
H -5.93265 -0.09364 3.53365
H 4.95600 -2.01238 0.91549
H 2.48500 -5.50556 -1.84943
H 1.57389 6.70211 -0.87747
H 0.02528 -2.15657 -0.37792
H -1.62677 5.17593 2.31873
C -0.82669 5.26135 3.05404
H -1.73565 -3.59900 3.83115
N -3.22950 -1.49873 2.55677
C -2.53726 -0.88621 3.74955
C 2.22962 -1.01711 3.71697
H -0.21381 -4.25918 1.63714
C 3.57029 -6.73657 -4.04423
H 2.20695 3.99240 3.05394
H -1.23236 2.56995 -0.30852
H -6.35034 -0.90204 2.05825
H 1.79404 0.44765 2.47715
N -0.96547 2.74736 -2.38361
N 0.61415 -4.59287 -2.62711
H 0.94319 -2.68263 3.01950
H -1.36840 5.08372 3.98307
H 2.19288 6.11127 2.04551
H -3.07186 -2.83718 1.11915
H -4.83693 -2.15279 3.86579
H -2.34194 3.85202 -0.90507
C 1.28261 4.24667 3.57263
H 1.35606 -0.64456 4.25192
H 3.29045 -1.73262 -1.07609
F -0.02454 0.39604 0.49683
H -2.60818 0.37679 1.71443
H 1.24537 5.15906 4.16785
C 0.78283 -3.27451 -3.36431
H -0.16848 4.78488 0.41879
H -2.51890 -0.15001 -1.77795
H -3.31277 -0.79272 0.50942
H 4.54964 -1.94392 2.65457
C -0.19214 -2.29288 -2.60290
H 1.35892 -3.95851 -0.78095
C -1.09193 1.17655 -2.63400
H 3.95093 0.87869 0.55806
H -0.17479 1.16519 3.76389
H 0.03528 3.72813 -4.96003
H -1.01725 -5.61715 2.35083
H -3.04585 -4.35581 3.09993
H -2.72532 4.26450 -5.93386
H -1.11891 4.58999 -6.75996
H 4.20627 -6.67059 -3.16148
C -1.88525 2.88637 -1.12198
H 0.89543 2.67222 -1.26907
C 0.47833 3.25360 -2.09134
H 3.05028 -7.69451 -4.04964
H 1.65160 2.35329 4.55936
C -1.65005 4.40681 -5.82592
H 1.33696 4.02050 0.94513
H -2.38870 -1.63833 4.52437
H -1.56697 5.41214 -5.41298
H 1.74186 -5.68204 -4.83650
H 0.53244 2.37211 1.69425
H 2.67604 -2.85345 0.84085
C -1.01800 3.45073 -4.91823
C -3.40377 -0.33508 1.49450
C 3.29125 0.09502 0.18551
H 2.34746 0.63914 0.22154
H 2.96317 -4.72991 -4.13522
H -1.00752 -6.06598 -2.58257
C -3.03654 1.91806 -1.27987
H 3.42154 0.73842 3.05031
H 0.24413 -1.29643 -2.53320
H -1.67329 -4.91772 0.95027
C 2.74102 -0.04075 2.70695
H 0.87018 6.97482 1.54489
C -4.67487 -1.86369 2.82740
H -1.30512 2.36264 4.17787
C -1.67350 3.54792 -3.51838
H 2.83020 7.42292 -0.06180
H -2.93698 0.05604 4.12439
H 3.61801 -0.15935 -3.24170
C -2.51219 0.82353 -2.26813
H -4.62058 1.38371 1.99455
H 0.64650 4.32482 -1.98051
H 4.25697 -6.71998 -4.89056
H 1.82220 -2.99267 -3.19579
H 5.40958 -0.52455 1.86188
H 2.50593 -3.18978 3.30723
H 2.97884 5.70607 -0.19154
C 1.77842 -5.62590 -2.67063
H -0.60062 -5.41445 -4.29789
C 4.71364 -1.35615 1.75139
C -4.72344 0.33303 1.72325
H -0.14354 -5.06942 -0.73275
H 1.08030 3.16215 -2.99541
C 0.67430 4.87110 1.10464
H 4.68457 -0.63875 -1.06269
H -3.39266 1.52410 -0.32799
C -0.31678 2.24547 3.73341
H -2.65802 3.12153 -3.71077
N 0.22016 4.29871 2.48733
H -1.50825 -2.01779 1.47771
H 2.99901 1.19479 -2.20107
C 2.48460 -5.70450 -4.03904
H -1.41240 -2.87271 -1.15432
C -0.23486 2.80160 2.33836
H -1.82574 4.55424 -3.12820
C 2.32152 -1.98213 1.39149
C -2.37472 -2.52833 1.89807
H -1.23905 2.78242 1.91486
C 3.05360 0.11652 -2.35094
C 3.59568 -0.68654 -1.05082
C -0.32378 -2.81991 -1.16928
H -0.35709 0.70716 -1.97995
C 0.35359 -4.18673 -1.13499
H -3.91633 2.48160 -1.59051
C -2.15607 -3.78140 2.84217
H -4.97426 -2.60315 2.08466
H -3.08649 0.88734 -3.19237
H -0.37343 6.25197 3.01734
C 1.96888 -2.33509 2.89591
H -0.69156 1.06199 -3.64132
H -1.02959 2.48287 -5.41944
C -5.50010 -0.56313 2.65014
H -1.45127 -4.50274 -2.98069
C 2.24816 6.50150 -0.04488
```